{"formula": "C23H69BBr2F3N23O15P2", "method": "ωB97M-V/def2-TZVPD", "species": ["C", "C", "C", "O", "O", "C", "C", "P", "N", "C", "C", "C", "F", "Br", "C", "F", "F", "Br", "B", "O", "O", "P", "C", "C", "C", "H", "H", "H", "H", "H", "H", "H", "H", "H", "H", "H", "H", "H", "H", "H", "H", "H", "H", "H", "H", "H", "H", "H", "H", "H", "N", "C", "N", "O", "H", "H", "H", "H", "N", "C", "N", "O", "H", "H", "H", "H", "N", "C", "N", "O", "H", "H", "H", "H", "N", "C", "N", "O", "H", "H", "H", "H", "N", "C", "N", "O", "H", "H", "H", "H", "N", "C", "N", "O", "H", "H", "H", "H", "N", "C", "N", "O", "H", "H", "H", "H", "N", "C", "N", "O", "H", "H", "H", "H", "N", "C", "N", "O", "H", "H", "H", "H", "N", "C", "N", "O", "H", "H", "H", "H", "N", "C", "N", "O", "H", "H", "H", "H"], "positions_angstrom": [[-4.8005, -4.8261, -0.6906], [-3.2297, -4.6461, -0.9334], [-2.7629, -3.1067, -0.9544], [-1.8897, -2.8276, -1.8193], [-3.3008, -2.1146, -0.1173], [-2.3321, -1.0879, 0.2176], [-2.5599, 0.2961, -0.6006], [-4.2043, 1.1285, -0.0509], [-4.9370, 0.4045, -1.5654], [-5.3979, 0.0338, 0.9505], [-6.7652, 0.7417, 1.3936], [-7.1942, 0.1872, 2.8472], [-6.1278, 0.2803, 3.7989], [-8.6830, 1.2896, 3.6310], [-7.6572, -1.3611, 2.8181], [-7.9552, -1.8425, 1.5306], [-8.7051, -1.5152, 3.7474], [-6.1570, -2.5134, 3.5060], [-4.5830, 2.8458, -0.8140], [-5.5921, 3.7746, -0.3894], [-3.7493, 3.2810, -1.9294], [-3.2434, 1.9789, 1.7411], [-4.4446, 3.0140, 2.7853], [-1.9031, 3.2550, 1.2057], [-0.7613, 3.2938, 2.3359], [-5.0519, -5.9482, -0.6697], [-5.4216, -4.3501, -1.5336], [-5.1758, -4.4046, 0.2964], [-2.9731, -5.1569, -1.9274], [-2.6958, -5.2410, -0.1058], [-2.5319, -0.8060, 1.3166], [-1.2465, -1.4103, 0.1511], [-2.5371, 0.1314, -1.7348], [-1.6498, 0.9359, -0.3574], [-5.9642, 0.4540, -1.5250], [-4.6016, -0.5525, -1.7153], [-5.6942, -0.8381, 0.2663], [-4.8032, -0.4270, 1.8119], [-7.5632, 0.4501, 0.6205], [-6.7291, 1.8736, 1.4356], [-6.4464, 3.3391, -0.2062], [-3.0602, 3.9047, -1.6071], [-3.8517, 3.9403, 3.1295], [-4.7760, 2.4970, 3.7498], [-5.3451, 3.4159, 2.2206], [-1.5196, 3.0770, 0.1525], [-2.4501, 4.2695, 1.2300], [-0.9823, 4.2239, 2.9775], [0.2982, 3.3634, 1.9075], [-0.8439, 2.4101, 3.0679], [2.6771, 1.2738, -0.3915], [1.4547, 1.6054, -0.8724], [0.8250, 0.6168, -1.5583], [0.9554, 2.7092, -0.7024], [3.1032, 0.3749, -0.5204], [3.1776, 1.9815, 0.1237], [-0.0857, 0.8261, -1.9319], [1.2154, -0.2956, -1.7084], [6.5538, 3.0940, -1.7568], [6.3550, 3.0770, -0.4110], [6.8977, 4.1171, 0.2586], [5.7308, 2.1833, 0.1501], [7.0614, 3.8140, -2.2384], [6.1617, 2.3342, -2.2882], [6.7725, 4.1366, 1.2631], [7.4125, 4.8571, -0.1821], [-3.6539, -1.2382, -3.6952], [-3.8723, -1.8066, -4.9051], [-4.1983, -0.9328, -5.8890], [-3.7842, -3.0152, -5.0954], [-3.7229, -0.2500, -3.5194], [-3.4098, -1.8542, -2.9380], [-4.3697, -1.3151, -6.8040], [-4.2761, 0.0589, -5.7525], [8.5130, 0.5597, -1.5866], [9.8304, 0.8582, -1.5257], [10.6644, -0.2035, -1.6624], [10.2385, 2.0007, -1.3595], [8.1554, -0.3679, -1.7221], [7.8638, 1.3269, -1.4873], [11.6528, -0.0194, -1.6206], [10.3503, -1.1466, -1.7991], [5.7748, 2.7693, 5.1705], [6.3998, 2.8211, 3.9644], [6.3780, 1.6647, 3.2624], [6.9401, 3.8355, 3.5454], [5.3260, 1.9483, 5.5323], [5.7702, 3.6111, 5.7213], [6.8325, 1.6666, 2.3616], [5.9398, 0.8226, 3.5856], [-1.2389, -6.8475, -3.1605], [-1.5005, -7.6342, -4.2360], [-1.9142, -6.9637, -5.3417], [-1.3737, -8.8487, -4.2104], [-1.3369, -5.8481, -3.1624], [-0.9295, -7.3071, -2.3195], [-2.1183, -7.5118, -6.1602], [-2.0249, -5.9661, -5.3829], [10.2865, 4.4947, 3.2495], [10.0079, 3.7684, 2.1367], [10.7078, 4.1298, 1.0311], [9.1902, 2.8618, 2.1338], [10.9534, 5.2437, 3.2757], [9.7853, 4.2565, 4.0894], [10.5281, 3.6144, 0.1847], [11.3831, 4.8719, 1.0150], [12.1905, 2.5946, -3.0687], [12.8569, 3.6174, -3.6588], [13.8812, 3.2403, -4.4699], [12.5604, 4.7894, -3.4762], [12.4184, 1.6278, -3.2058], [11.4210, 2.8348, -2.4573], [14.3992, 3.9728, -4.9255], [14.1415, 2.2856, -4.6340], [-9.3630, -1.7108, -4.4145], [-8.0373, -1.4182, -4.3683], [-7.2140, -2.4835, -4.5327], [-7.6194, -0.2826, -4.1919], [-9.7268, -2.6348, -4.5580], [-10.0058, -0.9459, -4.2965], [-6.2223, -2.3061, -4.5049], [-7.5366, -3.4225, -4.6781], [-6.6501, 0.5578, 8.0241], [-6.6697, -0.7657, 7.7183], [-6.6392, -1.0414, 6.3902], [-6.7113, -1.6382, 8.5726], [-6.6160, 1.2895, 7.3381], [-6.6715, 0.8033, 8.9996], [-6.6525, -2.0103, 6.1235], [-6.6047, -0.3400, 5.6750], [-0.8073, -4.2286, 1.5933], [-0.4968, -5.4739, 2.0366], [-0.3329, -5.5760, 3.3796], [-0.3753, -6.4276, 1.2831], [-0.9130, -3.4304, 2.1928], [-0.9363, -4.1157, 0.6014], [-0.1021, -6.4847, 3.7456], [-0.4286, -4.8051, 4.0149]], "lowdin_charge": [-0.105, -0.118, -0.387, 0.024, -0.066, -0.202, -0.239, 0.656, -0.176, -0.300, -0.183, -0.693, -0.152, 0.773, -0.707, 0.004, -0.067, 0.828, -0.638, 0.070, 0.045, 0.803, -0.319, -0.435, -0.182, 0.089, 0.083, 0.069, 0.107, 0.114, 0.100, 0.126, 0.087, 0.064, 0.042, -0.002, 0.092, 0.056, 0.137, 0.081, 0.085, 0.099, 0.050, 0.032, 0.025, 0.049, 0.078, 0.070, 0.067, 0.054, 0.165, -0.690, 0.156, 0.012, 0.095, 0.092, 0.088, 0.098, 0.143, -0.688, 0.192, -0.002, 0.107, 0.106, 0.083, 0.105, 0.166, -0.713, 0.166, 0.000, 0.078, 0.057, 0.110, 0.105, 0.182, -0.647, 0.163, -0.008, 0.103, 0.062, 0.102, 0.100, 0.145, -0.685, 0.170, 0.002, 0.090, 0.102, 0.081, 0.095, 0.153, -0.702, 0.151, 0.018, 0.079, 0.110, 0.104, 0.093, 0.154, -0.693, 0.163, 0.010, 0.091, 0.101, 0.067, 0.094, 0.152, -0.698, 0.139, 0.015, 0.081, 0.058, 0.102, 0.088, 0.145, -0.701, 0.170, 0.008, 0.093, 0.104, 0.068, 0.099, 0.148, -0.695, 0.139, 0.021, 0.091, 0.105, 0.043, 0.040, 0.161, -0.696, 0.152, 0.023, 0.098, 0.077, 0.109, 0.095], "homo_lumo_gap_ev": 7.01, "lumo_ev": -0.58, "smiles": "CCC(=O)OCCP(N)(CC[C@@](F)(Br)C(F)(F)Br)(B(O)O)P(C)CC.NC(N)=O.NC(N)=O.NC(N)=O.NC(N)=O.NC(N)=O.NC(N)=O.NC(N)=O.NC(N)=O.NC(N)=O.NC(N)=O.NC(N)=O", "e_tot_ev": -257456.36103}